(1)
{"formula": "C20H37N6PS5Sc", "method": "ωB97M-V with the def2-TZVPD basis set", "elements": ["Sc", "S", "S", "S", "S", "S", "P", "N", "N", "N", "N", "N", "N", "C", "C", "C", "C", "C", "C", "C", "C", "C", "C", "C", "C", "C", "C", "C", "C", "C", "C", "C", "C", "H", "H", "H", "H", "H", "H", "H", "H", "H", "H", "H", "H", "H", "H", "H", "H", "H", "H", "H", "H", "H", "H", "H", "H", "H", "H", "H", "H", "H", "H", "H", "H", "H", "H", "H", "H", "H"], "coordinates": [[-0.185069, -0.465908, 0.079580], [2.056575, 0.097988, 1.197485], [4.447543, -1.242179, 0.034700], [-0.339929, -2.803947, 1.668105], [-1.975352, -1.935195, -1.277540], [1.760384, -1.480390, -1.245991], [-0.463488, 1.878502, -1.525890], [-2.291076, -4.523596, -0.670370], [-0.359411, -4.108265, -1.574549], [1.509039, -3.399941, 3.511194], [-0.800289, 1.306233, 4.176784], [2.156139, -3.581294, 1.287137], [-1.038940, 0.371462, 1.919401], [2.847802, -0.886516, 0.003950], [-2.780169, 0.954452, -2.706503], [-0.925883, 0.813135, 2.984335], [-1.459410, 3.545436, 0.512687], [-0.387461, -5.570367, -1.498209], [-1.603712, -5.810859, -0.585593], [1.661050, 3.001705, -3.209894], [0.523750, 1.339545, 4.810898], [-1.340421, 1.357952, -3.075287], [1.303141, 2.312944, -1.892566], [-1.423849, 2.359770, -4.230102], [-1.502602, -3.571301, -1.157704], [-1.031899, 4.707280, -1.674318], [3.735181, -4.092510, 2.919210], [1.903227, 3.089109, -0.711117], [1.210190, -3.264987, 2.214124], [-1.426142, 3.385794, -1.010157], [3.407370, -3.950830, 1.603389], [2.725473, -3.802048, 3.839608], [-1.963002, 1.785245, 4.926606], [-0.060040, 5.056417, -1.332943], [0.533534, -5.962056, -1.072921], [4.087416, -4.124644, 0.783476], [-2.057443, 1.215465, 5.850335], [4.728553, -4.380249, 3.223981], [2.915390, -3.900824, 4.903024], [-0.787682, 0.473059, -3.407445], [1.130834, 3.941259, -3.352606], [1.763420, 1.319208, -1.909518], [2.990900, 3.015653, -0.745838], [-1.765344, 5.468630, -1.399984], [0.807383, 2.372373, 5.009992], [-1.940249, 1.885443, -5.067933], [-1.306382, -6.010422, 0.444832], [1.484809, 2.359842, -4.071083], [-2.235782, -6.620830, -0.939803], [-0.458555, 2.700293, -4.590060], [-1.873661, 2.661879, 0.996765], [-3.445436, 1.814160, -2.802113], [-2.015184, 3.230485, -3.944510], [-0.457945, 3.717213, 0.913858], [1.642576, 4.145502, -0.765000], [-2.078629, 4.403653, 0.781910], [-3.147707, 0.177923, -3.376496], [2.729497, 3.227630, -3.193190], [-3.117765, -4.292532, -0.146283], [-1.837509, 2.841482, 5.161889], [-2.440782, 3.138869, -1.335985], [-2.885882, 0.583313, -1.686287], [0.297877, -3.581829, -2.126853], [-0.526412, -6.003321, -2.489724], [-1.012285, 4.647477, -2.759708], [1.920826, -3.353378, 0.320887], [-2.862604, 1.653072, 4.332071], [1.255859, 0.881869, 4.149212], [0.487738, 0.781974, 5.745998], [1.587898, 2.699518, 0.254650]], "atomic_forces_ev_per_a": [[0.790, -0.904, 0.162], [-0.529, -0.142, -0.171], [-0.093, -0.002, -0.016], [-0.096, 0.237, 0.090], [0.045, 0.318, -0.074], [-0.351, 0.170, 0.029], [-0.084, -0.020, -0.134], [-0.097, -0.069, -0.009], [-0.104, -0.017, -0.163], [0.017, 0.000, 0.047], [0.080, -0.043, -0.016], [0.049, 0.229, 0.005], [-0.013, 0.219, 0.006], [0.278, 0.152, -0.078], [0.027, -0.035, -0.005], [-0.182, 0.009, 0.132], [0.026, -0.005, -0.021], [0.002, 0.030, 0.036], [0.030, -0.001, 0.001], [0.039, -0.072, 0.019], [-0.041, -0.015, -0.012], [-0.039, 0.086, -0.004], [0.014, 0.040, 0.067], [0.031, -0.040, -0.063], [0.157, -0.037, 0.095], [-0.057, -0.017, -0.036], [0.048, 0.034, 0.011], [-0.007, 0.004, -0.039], [-0.011, -0.127, -0.022], [0.093, -0.010, 0.151], [0.029, -0.069, 0.013], [-0.127, 0.019, 0.005], [0.032, -0.004, -0.022], [0.005, 0.009, 0.001], [0.008, 0.006, 0.015], [-0.014, 0.048, -0.046], [-0.005, -0.006, 0.003], [-0.020, -0.038, 0.010], [0.010, 0.023, -0.002], [-0.031, -0.032, 0.011], [-0.029, 0.029, 0.000], [0.053, 0.025, 0.036], [-0.004, -0.011, -0.006], [0.011, 0.004, -0.003], [0.003, 0.005, 0.001], [-0.007, 0.007, 0.013], [0.019, 0.033, 0.011], [-0.013, 0.003, 0.005], [-0.006, -0.005, -0.004], [-0.022, -0.005, 0.005], [0.004, 0.006, -0.006], [0.004, -0.014, 0.008], [0.003, -0.021, -0.016], [-0.025, 0.007, 0.005], [0.018, -0.002, 0.005], [0.013, 0.004, -0.012], [0.006, 0.012, -0.021], [-0.006, -0.002, -0.005], [0.014, 0.028, 0.008], [0.001, 0.008, 0.001], [-0.004, -0.013, 0.013], [0.004, -0.053, 0.050], [0.044, 0.032, 0.063], [-0.025, 0.019, -0.011], [0.036, 0.005, 0.004], [0.003, -0.014, -0.123], [0.003, 0.001, -0.011], [-0.004, 0.010, -0.013], [-0.001, -0.008, 0.004], [-0.003, -0.019, 0.024]], "lumo_energy_ev": -2.74, "charge": 1, "de_lowest_kj_mol": 51.0, "total_energy_ev": -114445.6439, "orbital_gap_ha": 0.2664}


(2)
{"formula": "C20H37NO11Si", "method": "ωB97M-V with the def2-TZVPD basis set", "elements": ["Si", "O", "O", "O", "O", "O", "O", "O", "O", "O", "O", "O", "N", "C", "C", "C", "C", "C", "C", "C", "C", "C", "C", "C", "C", "C", "C", "C", "C", "C", "C", "C", "C", "H", "H", "H", "H", "H", "H", "H", "H", "H", "H", "H", "H", "H", "H", "H", "H", "H", "H", "H", "H", "H", "H", "H", "H", "H", "H", "H", "H", "H", "H", "H", "H", "H", "H", "H", "H", "H"], "coordinates": [[-2.043741, -1.086512, 0.136437], [-3.915410, -1.951671, 5.467358], [8.557979, -2.504962, -3.659556], [8.607487, -0.275258, -3.256806], [3.312279, 0.110227, -0.378003], [-4.072663, -0.071781, 4.246200], [-5.431643, 0.594026, -0.763280], [-2.770593, -1.776683, 3.520226], [-4.299339, 2.570883, -0.747328], [3.340706, -1.266937, -2.177911], [6.660869, -1.391989, -3.118026], [1.968606, -1.713043, -0.451994], [0.352540, 3.199177, 1.214341], [8.007146, 1.861158, -2.286352], [-3.836362, 1.286536, -2.799442], [7.995914, -1.488783, -3.373348], [-0.794861, 0.961441, 1.904547], [-3.515487, -1.312071, 4.333306], [2.912553, -0.864224, -0.947025], [6.443212, -0.098646, -2.564883], [0.582247, 1.819241, 1.792250], [-3.773060, -0.600503, 0.808541], [2.815246, -2.576509, -2.385911], [7.570692, 0.698718, -3.151521], [2.526527, -2.816606, -3.851806], [-0.559970, -0.449884, 1.170136], [-5.200127, 1.414256, 5.790254], [-4.806707, -0.679285, -0.443914], [-4.565538, -0.979185, 6.277706], [1.588573, -2.565339, -1.523067], [-3.088473, 2.675201, -3.179821], [-5.071448, 0.002295, 5.260942], [-4.528261, 1.501444, -1.372860], [0.373042, -0.488827, 0.487397], [-3.831306, -0.553425, 6.968913], [6.482762, -0.174603, -1.473802], [0.710833, -2.134255, -2.015594], [-5.849137, 1.451436, 6.668065], [-2.594197, 2.623087, -4.217334], [-0.906908, 0.735331, 3.028839], [-4.257977, -1.029263, -1.396984], [3.460462, -2.862401, -4.417620], [-3.071849, 0.434848, -2.810624], [-6.022096, -0.326021, 4.826475], [1.350460, 1.320204, 1.092515], [8.430276, 1.510731, -1.341114], [-5.373463, -1.433792, 6.853678], [-5.618305, 2.068792, 5.021511], [-0.370502, -1.234341, 1.996817], [0.985251, 3.854198, 1.704515], [1.335128, -3.559853, -1.152037], [-1.982926, -2.570186, 0.201496], [7.329946, 1.049334, -4.161311], [-2.291064, 2.924770, -2.387543], [-1.643095, 1.590472, 1.482743], [8.793838, 2.430501, -2.787933], [0.588618, 3.195163, 0.204967], [5.465844, 0.287207, -2.858201], [3.552889, -3.300781, -2.023710], [-3.860861, 3.523589, -3.204666], [-3.814330, 0.391911, 1.363607], [-4.222053, 1.826652, 6.052468], [-1.929990, -0.709235, -1.282024], [-4.635804, 1.118258, -3.613914], [-4.121324, -1.433037, 1.526413], [-5.643785, -1.446332, -0.277151], [1.984125, -3.752753, -4.001314], [7.172970, 2.533867, -2.075234], [1.111908, 1.909166, 2.805942], [1.943729, -1.995143, -4.277643]], "atomic_forces_ev_per_a": [[0.251, 0.038, 1.764], [0.231, 0.171, -0.509], [-0.415, 0.691, 0.186], [-0.328, -0.695, -0.140], [-0.243, -0.621, -0.398], [0.327, -0.767, -0.015], [1.724, 0.338, -1.031], [-0.422, 0.231, 0.611], [-1.000, -3.883, -2.346], [-0.193, 0.321, 0.803], [0.545, -0.159, -0.153], [0.686, 0.454, -0.203], [0.631, -0.377, 0.515], [0.476, 0.085, -0.080], [-0.066, 0.874, -0.450], [0.514, -0.772, -0.221], [2.017, -0.161, 0.203], [0.547, -0.225, -0.576], [0.311, 0.651, 0.368], [-0.732, 0.228, 0.080], [0.478, 0.015, -0.627], [-1.423, -0.713, -0.394], [-0.133, -0.612, -1.019], [0.087, 0.984, 0.458], [0.353, 0.249, -0.275], [0.211, -0.382, 0.539], [0.076, 0.317, -0.378], [0.448, -0.836, -0.401], [-0.293, -0.286, 0.530], [-0.518, -0.613, 0.157], [-0.084, -0.104, 0.203], [-0.456, 0.960, 0.485], [0.685, 3.064, 2.139], [-1.533, 0.391, 1.263], [-0.065, 0.131, -0.096], [0.080, 0.128, -0.054], [0.102, -0.020, -0.119], [0.018, -0.087, -0.077], [-0.758, -0.154, 1.585], [-0.439, 0.483, -1.823], [-0.745, 0.352, 1.371], [-0.078, -0.097, 0.072], [-1.332, 1.089, 0.160], [0.079, -0.084, 0.039], [-1.273, 0.218, 1.241], [-0.193, -0.079, -0.058], [0.155, -0.123, -0.116], [-0.039, -0.072, 0.108], [-0.280, 1.083, -1.386], [-0.543, -0.446, -0.749], [0.011, 0.183, 0.135], [-0.037, -0.047, -0.288], [-0.049, -0.099, 0.036], [-1.309, -0.360, -1.294], [1.049, -0.847, 0.657], [-0.132, 0.009, 0.014], [-0.115, 0.104, 1.090], [0.056, -0.239, 0.033], [-0.063, 0.072, 0.072], [1.225, -1.270, 0.132], [-0.086, -1.228, -0.882], [-0.048, -0.189, 0.070], [0.022, 0.188, -0.238], [1.119, -0.104, 1.462], [0.762, 1.445, -0.951], [1.129, 1.394, -0.075], [0.055, 0.046, 0.095], [0.008, -0.097, -0.067], [-0.963, -0.056, -1.366], [-0.083, -0.085, 0.182]], "smiles": "CCC(=O)OCC[SiH2]CCCN.C[C@@H]1COC(=O)O1.C[C@@H]1COC(=O)O1.C[C@@H]1COC(=O)O1", "lumo_energy_ev": 0.52, "total_energy_ev": -53228.8312, "orbital_gap_ha": 0.3423}